Below is the molecule C21H27N3O4, with properties calculated with ωB97M-V with the def2-TZVPD basis set.

## Properties
Energy above the lowest of the compared OMol25 structures with the same formula, charge and spin in kJ/mol: 259.0
Electronic energy in a.u.: -1281.62128
Orbital gap in Ha: 0.313
SMILES: COc1cc(C(C)=O)ccc1OC[C@@H](O)CN1CCN(c2ccccn2)CC1
LUMO level in Ha: 0.021
E_HOMO in eV: -7.95
Total charge: 0

Positions of all 55 atoms, in Å:
C -5.0250 -3.0762 0.9782
O -4.0054 -2.1615 0.6518
C -4.3581 -0.8718 0.3517
C -5.6615 -0.4121 0.3985
C -5.9992 0.9157 0.1246
C -7.4286 1.2835 0.2127
C -7.7882 2.7188 -0.0897
O -8.2773 0.4701 0.5145
C -4.9829 1.8074 -0.2048
C -3.6813 1.3604 -0.2668
C -3.3360 0.0345 -0.0043
O -2.0099 -0.2253 -0.0876
C -1.5218 -1.5486 -0.1877
C -0.0719 -1.4953 -0.6860
O -0.0591 -1.1192 -2.0382
C 0.7685 -0.5123 0.1456
N 2.0074 -0.2198 -0.5552
C 2.5630 1.0801 -0.2210
C 3.7582 1.3659 -1.1375
N 4.7662 0.3462 -0.9769
C 5.7927 0.4406 -0.0755
C 6.2876 1.6696 0.3983
C 7.3734 1.6668 1.2452
C 7.9590 0.4606 1.6129
C 7.4082 -0.6945 1.0919
N 6.3647 -0.7135 0.2837
C 4.2195 -0.9599 -1.2780
C 3.0168 -1.2548 -0.3801
H -4.5165 -4.0228 1.1552
H -5.7375 -3.1949 0.1566
H -5.5599 -2.7764 1.8844
H -6.4741 -1.0707 0.6613
H -7.4826 2.9755 -1.1013
H -8.8637 2.8453 0.0050
H -7.2848 3.3847 0.6074
H -5.1935 2.8422 -0.4192
H -2.8789 2.0321 -0.5287
H -1.5574 -2.0477 0.7869
H -2.1086 -2.1211 -0.9105
H 0.3364 -2.5169 -0.5903
H 0.7589 -0.6136 -2.1683
H 0.1979 0.4139 0.2334
H 0.9348 -0.9194 1.1545
H 1.7938 1.8408 -0.3727
H 2.8986 1.1233 0.8306
H 4.1595 2.3554 -0.9297
H 3.4210 1.3409 -2.1792
H 5.8427 2.6069 0.1063
H 7.7661 2.6018 1.6194
H 8.8082 0.4262 2.2759
H 7.8135 -1.6695 1.3334
H 4.9989 -1.7032 -1.1198
H 3.9046 -0.9626 -2.3258
H 2.5861 -2.2188 -0.6533
H 3.3574 -1.3069 0.6685